(1)
Formula: C52H54AlF2N12O2
Source: the OMol25 dataset
Level of theory: ωB97M-V/def2-TZVPD

Properties
lowest unoccupied orbital energy	1.7	eV
total charge	-1
molecular weight	944.06	Da

Element x y z (Å)
N 4.562 0.369 -6.245
Al 2.900 1.000 -5.557
N 1.504 0.227 -6.733
C 1.070 -1.008 -6.246
O 0.466 -1.303 -5.259
F 1.483 -1.983 -7.079
C 0.471 1.079 -7.000
O 0.505 2.031 -7.747
F -0.706 0.810 -6.382
H 4.657 0.827 -7.149
H 4.407 -0.602 -6.508
H 2.681 0.370 -4.104
H 2.903 2.579 -5.535
N 4.690 0.683 -1.635
C 5.058 1.764 -0.954
C 4.537 2.110 0.285
C 3.572 1.289 0.845
C 3.175 0.160 0.144
C 3.764 -0.096 -1.087
H 5.808 2.384 -1.434
H 4.876 3.003 0.793
H 3.136 1.529 1.807
H 2.420 -0.508 0.537
H 3.479 -0.963 -1.673
N 1.271 4.414 -4.481
C 2.183 4.767 -3.583
C 1.902 5.545 -2.467
C 0.600 5.978 -2.283
C -0.364 5.623 -3.214
C 0.026 4.838 -4.291
H 3.185 4.396 -3.773
H 2.680 5.802 -1.761
H 0.339 6.586 -1.427
H -1.393 5.939 -3.107
H -0.694 4.524 -5.041
N 1.002 1.963 2.683
C 0.019 2.797 3.013
C -1.110 2.418 3.723
C -1.226 1.092 4.111
C -0.216 0.208 3.773
C 0.871 0.693 3.064
H 0.150 3.824 2.686
H -1.876 3.142 3.966
H -2.094 0.757 4.665
H -0.258 -0.836 4.051
H 1.684 0.031 2.786
N 1.392 -2.966 4.188
C 0.471 -3.709 4.800
C 0.762 -4.852 5.526
C 2.086 -5.247 5.622
C 3.058 -4.488 4.990
C 2.660 -3.361 4.290
H -0.553 -3.366 4.698
H -0.030 -5.413 6.000
H 2.356 -6.135 6.179
H 4.103 -4.763 5.037
H 3.387 -2.737 3.782
N -0.487 0.239 8.556
C -0.356 0.890 7.401
C 0.237 2.137 7.282
C 0.716 2.748 8.429
C 0.586 2.088 9.640
C -0.020 0.841 9.647
H -0.740 0.377 6.533
H 0.321 2.613 6.314
H 1.186 3.722 8.379
H 0.946 2.528 10.559
H -0.138 0.288 10.573
N 4.199 -3.030 -6.845
C 3.523 -4.081 -7.300
C 4.098 -5.326 -7.517
C 5.449 -5.483 -7.249
C 6.165 -4.396 -6.776
C 5.494 -3.195 -6.590
H 2.474 -3.911 -7.496
H 3.501 -6.148 -7.886
H 5.935 -6.438 -7.406
H 7.221 -4.474 -6.553
H 6.012 -2.317 -6.218
N 1.944 7.603 0.742
C 2.308 8.657 1.468
C 1.814 8.927 2.735
C 0.887 8.053 3.278
C 0.495 6.952 2.536
C 1.053 6.773 1.279
H 3.033 9.316 1.003
H 2.149 9.799 3.280
H 0.476 8.228 4.264
H -0.227 6.245 2.921
H 0.779 5.921 0.666
N -2.370 -5.535 4.606
C -2.708 -6.797 4.863
C -3.297 -7.643 3.936
C -3.555 -7.148 2.669
C -3.212 -5.837 2.381
C -2.623 -5.078 3.380
H -2.492 -7.144 5.868
H -3.547 -8.661 4.201
H -4.017 -7.773 1.916
H -3.397 -5.411 1.404
H -2.335 -4.049 3.193
N -4.926 3.572 -8.526
C -5.734 2.681 -7.954
C -5.290 1.509 -7.361
C -3.930 1.242 -7.364
C -3.073 2.154 -7.955
C -3.621 3.298 -8.517
H -6.791 2.926 -7.975
H -5.994 0.823 -6.908
H -3.540 0.339 -6.912
H -2.007 1.988 -7.978
H -2.985 4.041 -8.985
N -7.551 -5.756 1.874
C -6.648 -5.380 2.778
C -6.936 -4.559 3.858
C -8.233 -4.100 4.007
C -9.186 -4.479 3.075
C -8.794 -5.306 2.033
H -5.648 -5.758 2.622
H -6.160 -4.289 4.561
H -8.499 -3.456 4.835
H -10.210 -4.143 3.152
H -9.508 -5.629 1.283

=====

(2)
Formula: C29H61Br15O12
Source: the OMol25 dataset
Level of theory: ωB97M-V/def2-TZVPD

Properties
lowest unoccupied orbital energy	-0.2	eV
molecular weight	1800.36	Da

Element x y z (Å)
C -5.288 7.756 -1.334
O -5.130 7.406 0.042
C -3.871 7.950 0.547
C -3.709 7.569 1.952
O -3.372 6.162 2.074
C -3.889 5.572 3.256
C -2.851 4.756 3.953
O -2.454 3.653 3.109
C -1.687 2.590 3.685
H -4.566 7.421 -2.053
H -5.314 8.856 -1.401
H -6.213 7.336 -1.671
H -3.920 9.035 0.446
H -3.077 7.439 -0.028
H -4.738 7.820 2.422
H -2.888 8.162 2.376
H -4.740 4.967 3.004
H -4.267 6.313 3.932
H -3.237 4.240 4.893
H -1.965 5.392 4.274
H -1.586 1.743 2.963
H -2.160 2.163 4.624
H -0.694 3.017 3.911
C 0.834 -5.997 -4.333
O 1.676 -6.261 -3.178
C 2.076 -5.085 -2.473
C 2.578 -5.604 -1.124
O 3.481 -6.644 -1.224
C 4.742 -6.347 -1.784
C 5.482 -5.503 -0.822
O 5.152 -4.097 -0.902
C 5.875 -3.369 0.049
H 0.188 -5.049 -4.246
H 0.155 -6.775 -4.470
H 1.354 -5.862 -5.209
H 1.199 -4.476 -2.214
H 2.824 -4.500 -3.061
H 1.673 -5.874 -0.542
H 3.003 -4.672 -0.667
H 4.704 -5.849 -2.772
H 5.120 -7.345 -1.902
H 6.543 -5.481 -1.052
H 5.332 -5.938 0.146
H 5.377 -2.433 -0.110
H 6.944 -3.348 -0.243
H 5.747 -3.683 1.029
C 1.270 -3.406 2.414
O 0.610 -2.133 2.414
C -0.600 -2.112 3.226
C -1.850 -1.864 2.379
O -2.965 -1.842 3.322
C -4.160 -1.837 2.693
C -4.797 -0.496 2.480
O -3.859 0.337 1.832
C -4.375 1.653 1.638
H 1.799 -3.658 1.465
H 0.630 -4.258 2.638
H 2.046 -3.336 3.210
H -0.534 -1.324 3.986
H -0.687 -3.055 3.772
H -2.069 -2.556 1.603
H -1.728 -0.914 1.868
H -4.845 -2.544 3.166
H -4.105 -2.303 1.713
H -4.998 -0.053 3.458
H -5.688 -0.641 1.819
H -3.646 2.332 1.205
H -4.665 2.065 2.599
H -5.288 1.560 1.122
C -2.580 -0.308 -0.998
O -1.679 -1.336 -1.001
C -0.377 -0.843 -0.829
C 0.538 -1.975 -0.564
O 1.773 -1.366 -0.411
C 2.610 -1.559 -1.591
C 3.420 -0.252 -1.950
O 2.511 0.672 -2.537
C 2.977 2.014 -2.433
H -2.435 0.439 -1.861
H -2.623 0.261 -0.093
H -3.632 -0.775 -1.082
H -0.357 -0.176 -0.007
H 0.063 -0.331 -1.702
H 0.428 -2.724 -1.393
H 0.193 -2.446 0.352
H 1.949 -1.595 -2.499
H 3.239 -2.451 -1.607
H 4.331 -0.495 -2.583
H 3.834 0.081 -1.010
H 3.620 2.187 -1.534
H 2.058 2.583 -2.461
H 3.590 2.330 -3.299
C 0.220 0.920 -4.773
Br -0.500 -0.828 -4.482
Br -1.050 2.110 -3.953
Br 0.687 1.526 -6.544
H 1.091 0.942 -4.207
C 7.500 3.897 -1.229
Br 6.604 4.907 0.126
Br 8.034 5.119 -2.722
Br 6.503 2.462 -2.021
H 8.421 3.557 -0.736
C -1.451 4.498 -0.654
Br -0.376 5.449 -1.898
Br -0.395 3.220 0.318
Br -2.851 3.652 -1.584
H -1.788 5.230 0.043
C 2.778 0.351 1.893
Br 1.457 0.908 3.107
Br 3.831 -1.017 2.733
Br 3.891 1.784 1.475
H 2.267 -0.020 0.986
C -2.843 -5.310 -0.544
Br -4.439 -5.858 0.411
Br -2.963 -6.227 -2.172
Br -1.147 -5.692 0.324
H -2.874 -4.255 -0.701